Entry 1:
Formula: C44H24F5NO4S
Source: OMol25
Level of theory: ωB97M-V/def2-TZVPD

Element x y z (Å)
C -1.8682 1.9894 4.1056
C -1.2169 1.9666 3.0833
C -0.8851 1.9320 1.6437
C -0.5309 3.0982 0.9272
C -0.2638 2.9579 -0.4434
C -0.3150 1.7486 -1.1639
C -0.6630 0.5814 -0.4107
C -0.7442 -0.8167 -1.0173
F -1.7334 -0.8990 -1.9728
F -1.0764 -1.7567 -0.0787
C 0.6532 -1.3147 -1.6287
F 0.8795 -2.5870 -1.2361
F 1.6316 -0.5749 -1.0909
F 0.5949 -1.2087 -2.9620
C -0.9236 0.6994 0.9666
N -0.0179 1.5790 -2.5518
C -0.3738 2.6981 -3.3825
C -0.7707 2.4166 -4.7188
C -1.1020 3.4374 -5.6239
C -1.0454 4.7808 -5.1976
C -0.6733 5.1153 -3.8851
C -0.3334 4.0486 -3.0146
S 0.1907 4.4581 -1.3450
H -2.4782 2.0367 5.0007
H -0.4597 4.0748 1.4274
H -1.1698 -0.1925 1.5610
H -0.6302 0.8233 -2.8642
H -0.7918 1.3783 -5.0795
H -1.3687 3.1436 -6.6495
H -1.2837 5.6011 -5.8867
H -0.6090 6.1508 -3.5242
O -5.2134 0.3390 5.4665
C -5.3020 -0.7661 5.9636
C -4.6284 -1.9344 5.3376
C -3.8728 -1.7536 4.1833
C -3.2096 -2.8296 3.6151
C -3.2964 -4.0907 4.1970
C -4.0615 -4.2791 5.3367
C -4.7345 -3.2050 5.9075
C -5.5663 -3.4242 7.1199
O -5.7021 -4.5382 7.5840
C -6.2230 -2.2524 7.7568
C -6.9753 -2.4344 8.9117
C -7.5650 -1.3450 9.5326
C -7.4051 -0.0681 9.0024
C -6.6679 0.1161 7.8437
C -6.0786 -0.9745 7.2137
H -3.7967 -0.7737 3.7285
H -2.6181 -2.6864 2.7187
H -2.7672 -4.9276 3.7581
H -4.1313 -5.2624 5.7841
H -7.0974 -3.4257 9.3290
H -8.1475 -1.4883 10.4344
H -7.8590 0.7834 9.4942
H -6.5485 1.1103 7.4324
O 3.9358 0.2761 -5.9017
C 4.9651 0.0192 -5.3099
C 4.9411 -0.7887 -4.0622
C 3.7285 -1.2703 -3.5834
C 3.6973 -2.0570 -2.4424
C 4.8793 -2.3674 -1.7764
C 6.0890 -1.8752 -2.2404
C 6.1242 -1.0799 -3.3801
C 7.4252 -0.5429 -3.8581
O 8.4473 -0.7508 -3.2354
C 7.4521 0.2481 -5.1169
C 8.6657 0.7276 -5.5971
C 8.7076 1.4379 -6.7861
C 7.5367 1.6720 -7.5012
C 6.3232 1.2081 -7.0192
C 6.2749 0.4995 -5.8238
H 2.8094 -1.0347 -4.1032
H 2.7628 -2.4349 -2.0748
H 4.8549 -2.9927 -0.8922
H 7.0061 -2.1138 -1.7171
H 9.5785 0.5430 -5.0454
H 9.6544 1.8073 -7.1605
H 7.5725 2.2194 -8.4351
H 5.4141 1.3949 -7.5764

Atomic forces in eV per Å
0.38 0.05 -0.27
-1.14 0.09 -0.67
0.58 0.23 0.46
-0.15 -1.17 -0.16
0.17 0.79 -1.01
-0.29 -1.28 1.25
-0.15 0.71 0.69
0.12 -0.30 0.27
0.72 0.17 0.20
0.06 0.70 -0.30
-1.33 0.29 1.16
-0.22 0.48 -0.82
-0.20 -0.15 -0.72
0.69 -0.38 0.55
-0.04 -0.10 -0.02
-1.34 1.29 0.73
-0.30 0.39 -1.91
0.07 0.35 0.13
0.34 -0.07 0.80
0.04 0.30 0.04
0.11 -1.51 -0.25
0.06 0.02 0.83
-0.03 -0.43 -0.03
0.55 -0.09 -0.50
-0.10 -0.55 -0.38
0.14 0.50 -0.47
0.59 0.03 -0.17
0.02 0.42 0.31
0.09 0.41 0.57
0.07 -0.48 0.22
-0.12 -0.57 -0.26
0.04 0.01 0.04
0.05 0.38 -0.21
0.02 -0.15 0.01
0.12 -0.02 -0.14
-0.02 -0.02 0.06
-0.04 0.07 0.01
0.11 -0.13 -0.12
0.05 0.14 -0.09
-0.04 -0.46 0.18
0.01 0.06 -0.02
-0.01 0.15 -0.03
-0.11 0.04 0.17
0.04 0.03 -0.07
0.02 -0.08 -0.03
-0.10 0.13 0.13
-0.04 -0.11 0.11
-0.08 0.03 0.15
-0.02 0.00 0.02
-0.03 0.02 0.01
-0.10 0.09 0.08
0.10 -0.02 -0.13
0.02 0.00 -0.03
0.01 -0.03 -0.02
0.06 -0.10 -0.11
0.06 -0.02 0.02
-0.43 0.10 -0.21
0.11 -0.04 0.10
-0.08 -0.12 0.11
0.44 0.03 -0.22
-0.01 0.07 -0.09
-0.06 -0.11 0.17
-0.14 0.00 -0.06
0.40 -0.10 0.27
-0.05 0.01 -0.05
-0.10 0.05 -0.10
0.14 0.08 -0.12
-0.08 -0.02 0.01
0.02 -0.03 0.08
0.06 0.11 -0.17
0.17 -0.02 0.03
0.13 0.07 -0.10
0.15 -0.19 -0.05
0.00 0.03 -0.02
0.04 0.11 -0.11
-0.12 -0.08 0.08
-0.03 -0.01 0.02
-0.01 -0.01 0.03
-0.05 -0.07 0.14

Computed properties:
LUMO: -1.0 eV
HOMO: -7.957 eV
Total charge: 0
Gap between HOMO and LUMO: 6.92 eV
ΔE to the lowest compared entry with this formula, charge and spin: 0.0 kcal/mol
SMILES string: C#Cc1cc2c(c(C(F)(F)C(F)(F)F)c1)Nc1ccccc1S2.O=C1c2ccccc2C(=O)c2ccccc21.O=C1c2ccccc2C(=O)c2ccccc21

---

Entry 2:
Formula: C44H26N10O4Sr
Source: OMol25
Level of theory: ωB97M-V/def2-TZVPD

Element x y z (Å)
Sr 0.3639 -0.0687 -0.0860
C -4.7091 -1.4818 -4.1891
C -3.8081 -2.1322 -5.0403
C -2.5458 -2.5136 -4.5940
C -2.1944 -2.1873 -3.2954
C -0.9968 -2.4878 -2.4671
N -1.1388 -1.8445 -1.2414
C -2.4061 -1.4078 -1.1321
N -3.0690 -1.0094 -0.0604
C -2.5691 -1.0812 1.2080
C -1.1371 -1.2219 1.7236
C -0.1525 -2.3164 1.5337
C 1.2233 -1.7690 1.9241
C 1.3451 -0.9606 2.9951
C 0.1510 -0.5877 3.7464
C -1.0177 -0.6728 3.0842
C -2.2379 -1.4125 3.1416
N -2.2711 -2.6274 3.7790
C -1.4082 -3.5282 3.3972
N -0.5158 -3.5198 2.3448
C 0.2322 -4.7472 2.2791
N 1.0376 -5.2275 1.3873
C 1.2073 -4.8299 0.0986
N 0.3546 -4.0165 -0.5659
C 0.6953 -3.9438 -1.8479
N -0.0918 -3.3327 -2.8225
C 1.8586 -4.7695 -2.0811
C 2.6181 -5.0682 -3.2179
C 3.6897 -5.9318 -3.0921
C 4.0137 -6.5045 -1.8425
C 3.2730 -6.2149 -0.7123
C 2.1844 -5.3424 -0.8276
C -0.1927 -5.5070 3.4467
C 0.1966 -6.7637 3.9099
C -0.4402 -7.2732 5.0291
C -1.4691 -6.5626 5.6722
C -1.8723 -5.3292 5.1904
C -1.2192 -4.8152 4.0791
N -3.3184 -1.0270 2.2751
C -3.0892 -1.5433 -2.4542
C -4.3590 -1.1922 -2.8743
H -5.6910 -1.2116 -4.5571
H -4.1067 -2.3557 -6.0579
H -1.8503 -3.0466 -5.2331
H -0.1501 -2.6850 0.5078
H 2.0942 -2.0898 1.3545
H 2.3239 -0.6227 3.3141
H 0.1921 -0.3436 4.7987
H 2.3683 -4.6225 -4.1745
H 4.2961 -6.1674 -3.9588
H 4.8634 -7.1741 -1.7705
H 3.5278 -6.6454 0.2497
H 0.9746 -7.3114 3.3919
H -0.1472 -8.2432 5.4159
H -1.9548 -6.9902 6.5414
H -2.6721 -4.7674 5.6585
H -5.0481 -0.7126 -2.1885
C -0.1143 0.2258 -4.5664
C 1.2030 0.4367 -3.9058
N 1.4384 0.3374 -2.6176
C 2.7879 0.5876 -2.4526
C 3.3630 0.8486 -3.6655
N 2.3361 0.7576 -4.5661
C 4.7147 1.1810 -4.1780
O 5.6885 1.2293 -3.3102
O 4.8571 1.3838 -5.3724
C 3.4065 0.5613 -1.0891
O 4.6331 0.8007 -1.0024
O 2.6315 0.2936 -0.1363
H -0.9024 0.6881 -3.9737
H -0.3331 -0.8381 -4.6397
H -0.1262 0.6556 -5.5679
H 2.4708 0.8932 -5.5540
H 5.3399 0.9942 -2.3605
C -0.4436 5.3586 0.0656
C -1.0091 4.4954 1.0005
C -0.8513 3.1151 0.8529
C -0.1345 2.5080 -0.2031
C 0.4149 3.4337 -1.1119
C 0.2766 4.8167 -0.9978
H -0.5612 6.4337 0.1629
H -1.5760 4.8972 1.8388
H -1.3269 2.4860 1.6119
H 0.9910 3.0646 -1.9637
H 0.7299 5.4751 -1.7367

Atomic forces in eV per Å
-0.26 0.86 -1.19
0.16 -0.05 -0.02
-0.01 0.01 0.11
-0.05 0.03 -0.07
0.13 -0.10 0.04
0.02 0.13 0.07
-0.42 -0.10 -0.01
0.05 -0.10 0.21
0.16 0.08 0.09
-0.04 -0.14 -0.33
-0.51 -0.46 0.39
0.10 -0.30 0.31
-0.10 -0.51 0.43
-0.27 0.09 0.03
0.18 0.00 -0.08
-0.06 -0.04 0.02
0.14 0.00 -0.22
0.13 -0.06 0.03
0.17 0.02 -0.13
-0.05 -0.03 -0.03
0.12 0.08 -0.13
-0.25 0.13 0.04
0.20 -0.09 -0.03
-0.19 0.01 -0.08
0.17 -0.05 -0.12
0.11 -0.19 0.18
-0.18 0.20 -0.25
0.10 -0.06 0.04
-0.10 0.06 0.05
-0.11 0.08 0.08
0.12 -0.03 -0.13
-0.13 -0.01 0.31
0.12 -0.04 -0.08
-0.03 0.00 0.03
-0.06 0.10 0.00
0.10 -0.08 -0.11
-0.02 0.04 0.03
-0.20 0.12 0.11
0.01 -0.03 0.02
-0.07 0.12 0.22
-0.06 0.02 -0.01
-0.01 0.01 -0.02
0.00 0.00 0.00
-0.05 0.01 0.02
-0.02 0.09 0.04
-0.08 0.07 0.03
0.01 0.05 -0.03
0.02 -0.05 0.02
0.00 -0.01 0.03
0.00 -0.02 -0.01
0.00 -0.01 -0.01
-0.01 0.00 -0.02
-0.02 0.02 0.04
0.00 0.02 -0.01
0.02 0.00 -0.01
0.04 -0.01 -0.03
0.05 -0.03 -0.03
0.09 0.04 0.01
-0.07 0.11 0.02
0.39 -0.09 0.16
-0.34 -0.07 0.17
0.07 0.06 -0.03
-0.11 -0.08 -0.28
-0.31 -0.09 -0.14
0.08 -0.18 0.39
0.09 0.03 0.11
0.05 -0.06 0.30
0.09 -0.06 -0.28
1.18 0.09 -0.24
-0.01 -0.01 0.02
0.02 -0.03 -0.01
0.01 0.02 -0.01
-0.01 0.01 -0.04
-0.10 0.28 -0.07
0.03 -0.13 -0.02
0.07 -0.03 -0.14
-0.02 0.05 -0.03
-0.26 0.29 0.19
0.02 0.00 -0.03
-0.11 -0.01 0.13
0.01 -0.02 0.00
0.04 -0.03 -0.06
0.06 0.06 -0.08
-0.02 0.02 0.06
-0.03 -0.03 0.04

Computed properties:
LUMO: 3.8 eV
HOMO: -1.266 eV
Total charge: -2
Gap between HOMO and LUMO: 5.10 eV

---

Summary of max |F| in eV/Å
2.00; 1.49
(order as listed above)
Summary of calculated total energy in Eh
-2944.348750; -2571.692030
(order as listed above)